1.
Molecular formula: C72H202N14O22
Method: DFT, the ωB97M-V functional and the def2-TZVPD basis

Output
multiplicity: 1
HOMO energy: -8.09 eV
HOMO-LUMO gap: 8.3 eV
calculated total energy: -5285.839191 Ha
F_max: 0.0591 Eh/bohr
E_LUMO: 0.0080 Eh
total charge: 0
energy relative to the best compared isomer or geometry (same formula, charge and spin): 0.0 kJ/mol

Geometry (Å):
C 1.73 -2.97 -3.19
C 3.00 -3.00 -4.00
C 3.23 -1.77 -4.86
O 2.15 -1.56 -5.74
C 2.35 -0.38 -6.59
N 4.18 -3.35 -3.21
H 1.79 -2.14 -2.49
H 1.56 -3.94 -2.71
H 0.87 -2.91 -3.86
H 2.92 -3.75 -4.79
H 4.17 -1.91 -5.39
H 3.44 -0.88 -4.26
H 2.14 0.52 -6.01
H 1.67 -0.36 -7.44
H 3.35 -0.23 -7.01
H 4.00 -3.91 -2.40
H 4.53 -2.48 -2.83
C 1.24 -6.78 -3.89
C -0.19 -7.22 -3.57
C -0.35 -8.66 -3.11
O 0.18 -9.52 -4.13
C -0.67 -9.70 -5.27
N -0.82 -6.34 -2.60
H 1.68 -7.39 -4.68
H 1.75 -6.83 -2.92
H 1.24 -5.72 -4.14
H -0.79 -7.15 -4.48
H -1.35 -9.02 -2.86
H 0.23 -8.83 -2.21
H -0.22 -10.46 -5.90
H -0.73 -8.77 -5.82
H -1.65 -10.00 -4.89
H -1.76 -6.70 -2.52
H -1.00 -5.49 -3.10
C -3.45 1.52 -1.19
C -4.35 1.58 -2.44
C -5.85 1.12 -2.23
O -5.91 -0.25 -1.87
C -7.21 -0.72 -1.91
N -4.32 2.97 -2.92
H -2.48 1.89 -1.52
H -3.37 0.52 -0.75
H -3.76 2.14 -0.35
H -3.87 1.11 -3.30
H -6.33 1.35 -3.18
H -6.45 1.65 -1.50
H -7.08 -1.77 -1.68
H -7.63 -0.71 -2.92
H -7.93 -0.22 -1.27
H -4.81 3.04 -3.81
H -3.38 3.17 -3.22
C 3.65 1.56 5.23
C 4.10 2.16 3.92
C 4.99 1.23 3.04
O 6.30 1.00 3.55
C 7.10 0.10 2.81
N 2.88 2.54 3.22
H 4.53 1.19 5.77
H 2.98 0.72 5.08
H 3.18 2.29 5.89
H 4.68 3.07 4.09
H 5.19 1.63 2.04
H 4.39 0.32 2.95
H 7.23 0.48 1.79
H 6.60 -0.87 2.79
H 8.07 -0.10 3.24
H 2.36 3.24 3.72
H 3.16 2.95 2.34
C 4.46 -2.76 4.45
C 3.50 -3.59 3.60
C 2.05 -3.91 4.23
O 2.24 -4.92 5.27
C 2.30 -6.21 4.67
N 3.41 -2.83 2.37
H 4.66 -3.36 5.34
H 3.97 -1.86 4.81
H 5.33 -2.54 3.82
H 3.94 -4.54 3.33
H 1.39 -4.18 3.41
H 1.57 -3.10 4.78
H 3.24 -6.50 4.19
H 1.50 -6.36 3.95
H 2.16 -6.98 5.43
H 4.28 -2.39 2.13
H 2.81 -2.04 2.57
C 1.27 4.68 1.17
C 2.60 4.96 0.52
C 3.43 6.16 1.18
O 2.80 7.44 0.83
C 3.40 8.55 1.48
N 3.41 3.77 0.63
H 0.62 5.55 1.05
H 1.35 4.64 2.26
H 0.72 3.80 0.83
H 2.44 5.09 -0.55
H 4.44 6.09 0.77
H 3.59 5.99 2.24
H 3.24 8.49 2.56
H 2.97 9.44 1.01
H 4.46 8.71 1.33
H 3.03 3.05 0.04
H 4.34 3.93 0.28
C -2.20 4.68 2.26
C -3.18 5.81 2.20
C -3.37 6.46 3.56
O -4.38 7.40 3.40
C -4.63 8.19 4.58
N -2.70 6.77 1.23
H -2.65 3.86 2.82
H -1.33 5.00 2.83
H -1.87 4.32 1.28
H -4.19 5.47 1.97
H -2.46 6.91 3.95
H -3.77 5.72 4.26
H -4.93 7.53 5.40
H -5.44 8.91 4.47
H -3.79 8.85 4.81
H -3.37 7.53 1.24
H -1.83 7.04 1.67
C -1.28 -4.77 -7.80
C -0.01 -4.01 -7.43
C 0.84 -3.53 -8.61
O 1.00 -4.63 -9.55
C 2.09 -5.48 -9.22
N -0.34 -3.00 -6.42
H -1.76 -5.11 -6.88
H -1.12 -5.61 -8.48
H -2.05 -4.23 -8.35
H 0.57 -4.73 -6.86
H 1.77 -3.01 -8.36
H 0.18 -2.88 -9.19
H 3.03 -4.94 -9.10
H 2.22 -6.18 -10.04
H 1.98 -6.13 -8.35
H -0.73 -2.24 -6.95
H 0.46 -2.50 -6.08
C 4.61 -6.46 -1.14
C 4.41 -5.61 0.10
C 5.74 -4.88 0.51
O 6.84 -5.75 0.76
C 6.64 -6.56 1.92
N 3.32 -4.68 -0.19
H 3.80 -7.12 -1.43
H 5.42 -7.17 -0.99
H 4.94 -5.94 -2.04
H 4.07 -6.21 0.94
H 5.51 -4.27 1.39
H 6.02 -4.08 -0.17
H 6.45 -5.91 2.77
H 7.62 -6.99 2.11
H 5.90 -7.36 1.87
H 3.14 -4.19 0.68
H 2.50 -5.23 -0.38
C -9.71 2.24 1.56
C -8.53 2.99 1.00
C -7.21 2.23 1.11
O -6.80 2.13 2.49
C -5.41 1.80 2.63
N -8.81 3.31 -0.38
H -9.97 1.32 1.04
H -10.60 2.88 1.49
H -9.60 2.01 2.62
H -8.56 3.91 1.58
H -6.47 2.84 0.59
H -7.14 1.25 0.65
H -5.06 1.75 3.66
H -4.68 2.44 2.13
H -5.37 0.81 2.18
H -8.00 3.82 -0.71
H -8.71 2.41 -0.83
C -3.83 5.28 -6.29
C -3.37 4.46 -7.47
C -2.51 3.20 -7.11
O -1.36 3.50 -6.34
C -0.57 2.38 -5.96
N -4.54 4.08 -8.16
H -3.12 6.00 -5.89
H -4.10 4.74 -5.38
H -4.68 5.93 -6.50
H -2.73 5.09 -8.09
H -2.25 2.67 -8.02
H -3.11 2.46 -6.58
H -1.16 1.67 -5.39
H 0.23 2.83 -5.38
H -0.13 1.90 -6.84
H -4.24 3.68 -9.04
H -4.87 4.98 -8.48
C 3.20 5.54 5.50
C 1.83 6.03 4.90
C 0.68 5.14 5.42
O 0.85 3.82 4.91
C -0.01 2.86 5.47
N 1.65 7.43 5.36
H 3.38 4.51 5.20
H 3.04 5.42 6.57
H 3.96 6.28 5.28
H 1.97 6.02 3.82
H -0.26 5.52 5.02
H 0.60 5.12 6.51
H 0.12 2.75 6.55
H 0.34 1.90 5.09
H -1.05 3.00 5.20
H 2.51 7.96 5.34
H 1.43 7.54 6.34
C -0.33 1.43 2.05
C 0.35 0.07 2.22
C -0.29 -0.96 1.26
O -0.32 -0.51 -0.04
C -0.98 -1.37 -1.00
N 1.79 0.16 2.01
H -0.47 1.63 0.99
H 0.17 2.18 2.67
H -1.34 1.38 2.43
H 0.22 -0.20 3.27
H -1.27 -1.23 1.66
H 0.33 -1.86 1.26
H -2.05 -1.47 -0.84
H -0.56 -2.38 -0.97
H -0.84 -0.86 -1.95
H 1.88 0.67 1.15
H 2.21 0.77 2.70
C -3.58 -1.10 3.31
C -3.69 -2.50 3.92
C -2.64 -3.50 3.42
O -2.48 -3.64 2.01
C -3.57 -4.17 1.29
N -3.61 -2.26 5.33
H -2.54 -0.81 3.37
H -4.22 -0.38 3.83
H -3.82 -1.02 2.25
H -4.64 -2.95 3.63
H -2.76 -4.49 3.88
H -1.64 -3.29 3.79
H -3.19 -4.47 0.31
H -4.35 -3.41 1.20
H -4.02 -5.04 1.77
H -4.46 -1.82 5.66
H -3.59 -3.16 5.80
C 5.89 -1.32 -0.40
C 4.42 -0.79 -0.31
O 4.19 -0.08 -1.52
H 6.16 -2.04 0.38
H 6.55 -0.50 -0.12
H 6.20 -1.77 -1.34
H 4.33 -0.09 0.53
H 3.68 -1.58 -0.26
H 3.30 0.22 -1.33
C -1.08 -6.35 1.18
C 0.12 -5.54 0.67
O 0.85 -6.09 -0.43
H -0.88 -7.34 1.60
H -1.79 -6.44 0.36
H -1.57 -5.88 2.03
H 0.81 -5.37 1.50
H -0.26 -4.54 0.48
H 0.28 -6.26 -1.19
C 6.18 2.54 -0.72
C 6.11 3.62 -1.78
O 5.40 4.69 -1.25
H 5.18 2.12 -0.62
H 6.57 2.79 0.27
H 6.72 1.70 -1.17
H 5.58 3.32 -2.69
H 7.12 3.96 -2.01
H 5.49 5.41 -1.87
C 2.40 2.29 -2.67
C 1.15 1.78 -1.97
O 1.58 1.12 -0.87
H 2.11 3.00 -3.45
H 2.95 1.46 -3.10
H 3.01 2.93 -2.03
H 0.64 1.08 -2.63
H 0.41 2.54 -1.69
H 0.85 0.61 -0.51
C -3.45 -3.59 -2.67
C -2.90 -3.18 -4.00
O -1.68 -3.92 -4.15
H -2.84 -3.44 -1.78
H -3.72 -4.65 -2.73
H -4.37 -3.04 -2.47
H -2.77 -2.10 -3.95
H -3.53 -3.52 -4.82
H -1.19 -3.58 -4.90
C -1.04 5.13 -3.17
C -1.83 5.41 -1.91
O -1.59 6.69 -1.28
H -1.34 5.79 -3.99
H -1.26 4.12 -3.51
H 0.04 5.19 -3.06
H -1.60 4.65 -1.16
H -2.91 5.31 -2.07
H -2.05 6.70 -0.44
C 0.70 -0.60 6.78
C -0.76 -1.12 6.70
O -1.22 -0.51 5.44
H 0.75 0.44 7.08
H 1.20 -0.57 5.81
H 1.31 -1.11 7.52
H -1.31 -0.81 7.59
H -0.78 -2.21 6.68
H -2.09 -0.86 5.24
C -2.74 1.90 7.41
C -3.64 2.04 6.18
O -4.38 3.18 6.39
H -2.21 2.84 7.57
H -2.00 1.12 7.29
H -3.33 1.56 8.27
H -4.33 1.20 6.09
H -3.15 2.31 5.25
H -5.29 2.96 6.16

Löwdin atomic charge list, values in e, 5 entries:
1. C -0.042
2. C -0.431
3. C -0.214
4. O -0.219
5. C -0.058



2.
Molecular formula: C17H65NO20PS2
Method: DFT, the ωB97M-V functional and the def2-TZVPD basis

Output
multiplicity: 1
HOMO energy: -4.55 eV
HOMO-LUMO gap: 6.2 eV
calculated total energy: -3383.788325 Ha
F_max: 0.0839 Eh/bohr
E_LUMO: 0.0588 Eh
total charge: -1

Geometry (Å):
C -0.60 -0.75 2.71
C 0.33 0.25 2.30
C 0.15 1.82 2.34
P -0.63 2.72 0.83
S -1.75 3.94 -0.58
S -2.57 2.18 1.68
C -0.57 1.17 -0.33
C -0.70 1.46 -1.91
C -2.12 1.30 -2.60
C -3.33 0.71 -1.77
C -3.77 -0.80 -2.19
C -3.13 -1.82 -1.12
C -1.59 -2.12 -1.58
C -1.44 -3.69 -1.84
O -0.17 -4.10 -2.43
C 0.81 -3.07 -2.42
C 1.68 -2.62 -1.17
O 0.96 -2.43 -3.50
N 0.91 3.28 0.11
C 2.16 2.72 0.48
C 3.08 3.60 1.50
O 2.76 1.69 0.07
C 0.95 4.68 -0.31
C 1.27 4.99 -1.87
O 0.82 5.69 0.43
H -0.20 -1.56 3.42
H -1.67 -0.88 2.36
H 1.35 -0.14 1.95
H -0.64 1.94 3.17
H 1.02 2.39 2.86
H -0.60 3.92 1.67
H -3.10 3.95 -0.20
H -2.84 0.83 1.54
H 0.47 0.65 -0.29
H -1.29 0.34 0.03
H -0.11 2.39 -2.24
H -0.08 0.62 -2.43
H -2.44 2.36 -2.95
H -2.05 0.69 -3.58
H -3.26 0.71 -0.64
H -4.26 1.35 -2.02
H -4.92 -0.85 -2.05
H -3.46 -1.00 -3.26
H -3.73 -2.80 -1.17
H -3.15 -1.40 -0.05
H -0.93 -1.77 -0.71
H -1.43 -1.48 -2.52
H -2.32 -4.06 -2.48
H -1.52 -4.22 -0.81
H 2.25 -1.66 -1.46
H 1.05 -2.39 -0.23
H 2.46 -3.41 -0.93
H 3.38 2.86 2.32
H 2.48 4.43 2.00
H 3.97 4.00 0.92
H 1.97 5.89 -2.00
H 0.26 5.13 -2.40
H 1.69 4.01 -2.28
O 4.86 1.81 3.51
H 5.66 1.27 3.41
H 4.76 1.91 4.46
O 0.29 -7.24 -1.88
H 0.60 -6.32 -1.95
H -0.25 -7.37 -2.67
O -1.69 -6.27 0.16
H -2.48 -6.42 -0.37
H -0.99 -6.73 -0.32
O -3.86 -5.69 -2.52
H -3.67 -5.48 -3.44
H -4.78 -5.99 -2.53
O 0.24 -10.07 -3.75
H 0.38 -9.51 -2.98
H 0.94 -9.81 -4.36
O -1.55 3.40 4.79
H -1.23 4.31 4.73
H -2.08 3.28 3.99
O 4.73 -0.08 5.65
H 4.43 0.11 6.55
H 4.43 -0.98 5.49
O -3.42 3.62 -4.56
H -3.28 4.18 -3.79
H -2.71 3.87 -5.16
O -0.08 -3.69 1.10
H -0.40 -3.49 1.98
H -0.37 -4.60 0.94
O 6.50 0.85 1.58
H 5.69 1.10 1.11
H 6.67 -0.05 1.29
O -2.51 6.02 1.85
H -1.61 5.86 1.53
H -2.49 6.93 2.16
O -1.45 2.33 7.53
H -1.24 2.55 6.61
H -2.36 2.03 7.50
O 0.56 -6.50 2.85
H -0.22 -6.62 2.30
H 1.26 -6.97 2.38
O 3.73 7.16 -3.00
H 3.88 7.71 -2.23
H 4.45 7.41 -3.60
O -5.01 1.38 -5.32
H -4.69 2.29 -5.39
H -5.55 1.26 -6.11
O 7.71 -1.72 2.70
H 8.60 -1.89 2.38
H 7.73 -0.81 3.02

Löwdin atomic charge list, values in e, 5 entries:
1. C -0.067
2. C -0.194
3. C -0.356
4. P 0.152
5. S 0.480



3.
Molecular formula: C16H24N2O4S
Method: DFT, the ωB97M-V functional and the def2-TZVPD basis

Output
multiplicity: 1
HOMO energy: -8.77 eV
HOMO-LUMO gap: 9.3 eV
calculated total energy: -1432.752639 Ha
F_max: 0.0167 Eh/bohr
SMILES string: CCCCS(=O)(=O)Nc1ccc(C(=O)NC[C@H]2CCCO2)cc1
E_LUMO: 0.0199 Eh
total charge: 0
energy relative to the best compared isomer or geometry (same formula, charge and spin): 43.1 kJ/mol

Geometry (Å):
C 5.10 4.02 1.38
C 4.49 4.15 -0.01
C 2.96 4.07 0.00
C 2.44 2.71 0.43
S 2.27 2.60 2.25
O 3.21 1.65 2.76
O 2.21 3.91 2.84
N 0.72 2.00 2.46
C 0.21 0.86 1.86
C 1.07 -0.16 1.46
C 0.56 -1.29 0.85
C -0.80 -1.42 0.60
C -1.27 -2.65 -0.09
O -0.65 -3.70 -0.04
N -2.45 -2.53 -0.76
C -2.94 -3.58 -1.62
C -2.75 -3.21 -3.09
C -3.26 -4.29 -4.05
C -4.07 -3.50 -5.08
C -4.55 -2.32 -4.24
O -3.46 -2.01 -3.39
C -1.66 -0.40 1.02
C -1.16 0.72 1.64
H 6.18 4.14 1.33
H 4.87 3.05 1.82
H 4.69 4.78 2.04
H 4.78 5.11 -0.44
H 4.89 3.37 -0.66
H 2.57 4.82 0.69
H 2.59 4.30 -1.00
H 1.44 2.53 0.04
H 3.10 1.90 0.14
H 0.05 2.72 2.71
H 2.12 -0.07 1.67
H 1.21 -2.09 0.55
H -2.81 -1.61 -0.96
H -2.37 -4.49 -1.38
H -4.00 -3.74 -1.41
H -1.68 -2.99 -3.26
H -2.45 -4.86 -4.50
H -3.91 -4.99 -3.51
H -4.90 -4.07 -5.50
H -3.43 -3.15 -5.88
H -4.78 -1.43 -4.82
H -5.43 -2.60 -3.64
H -2.73 -0.50 0.89
H -1.83 1.50 1.98

Löwdin atomic charge list, values in e, 5 entries:
1. C -0.104
2. C -0.256
3. C -0.242
4. C -0.205
5. S 0.645